1.
{
  "formula": "C34H89BN17O34PS",
  "method": "the ωB97M-V functional and the def2-TZVPD basis",
  "elements": ["H", "O", "C", "H", "C", "O", "H", "H", "H", "H", "H", "O", "C", "H", "H", "H", "O", "C", "O", "O", "H", "H", "H", "O", "H", "N", "C", "C", "O", "H", "H", "H", "H", "C", "H", "H", "H", "O", "N", "O", "C", "O", "C", "N", "H", "H", "H", "N", "H", "C", "H", "O", "O", "H", "H", "H", "H", "C", "H", "C", "H", "H", "N", "H", "H", "H", "N", "C", "P", "O", "O", "C", "C", "H", "H", "H", "C", "N", "H", "H", "C", "H", "C", "C", "H", "O", "O", "O", "C", "H", "H", "H", "H", "H", "H", "H", "C", "H", "O", "N", "H", "C", "O", "H", "H", "C", "N", "H", "O", "H", "C", "O", "H", "N", "O", "N", "H", "O", "H", "C", "N", "C", "H", "C", "O", "H", "C", "H", "H", "H", "O", "H", "H", "B", "H", "H", "H", "H", "N", "H", "H", "H", "S", "C", "H", "C", "H", "H", "O", "H", "N", "O", "H", "O", "N", "C", "C", "O", "O", "O", "H", "O", "C", "N", "H", "N", "H", "H", "H", "H", "H", "H", "H", "H", "O", "H", "C"],
  "coordinates": [[-1.89725, -3.66056, -2.42603], [-0.43351, 6.17316, -5.83408], [-2.59188, -1.58944, 0.31254], [4.08299, 4.43821, 4.07801], [2.53359, -2.36908, -5.63618], [3.48079, -0.76784, -7.00789], [-2.39046, -2.48145, 4.43196], [-3.65265, -5.61636, -0.08572], [5.86731, -6.47903, -6.47857], [3.15195, -2.70890, 10.60270], [-3.17203, -2.22516, 9.53653], [3.93049, -5.02835, -5.56401], [0.48384, -5.33455, -0.68928], [5.01514, 4.02112, -3.56881], [-0.48738, 9.08775, -4.55024], [-1.58401, -5.39904, -1.27289], [7.33467, -2.62062, 2.96123], [4.16027, 4.35844, -2.97833], [1.85982, -5.57340, 4.48668], [-2.97766, 7.94570, -0.10848], [3.43805, -2.96475, -5.63551], [0.97857, 8.19183, -5.05581], [0.91764, -0.96594, -1.41898], [-1.80239, -4.70984, 10.95574], [1.45939, -3.21749, 10.29898], [-3.65843, -3.64786, -0.67006], [-1.38292, -3.88407, 0.33658], [-2.92384, 1.53734, -3.57132], [1.45748, -1.82869, 8.02916], [-0.00448, 3.49932, -2.62556], [2.24314, -5.35756, -3.43022], [-3.78674, -0.50441, -1.81976], [-1.76518, -0.18892, -3.09331], [-0.46499, 4.62001, 1.95521], [-1.01479, 5.54523, 2.10039], [-2.01653, -2.25700, 2.29922], [5.46724, 9.18379, -4.86728], [0.34076, -4.05740, 4.33271], [0.39320, 4.78929, 0.75185], [5.38788, -2.62865, 3.88553], [-2.16409, 0.66694, -2.54460], [1.63818, 5.23567, 4.29613], [-0.06887, 8.38227, -5.25865], [-5.72095, -2.58438, 5.31281], [5.51635, -0.67150, -2.04318], [-1.81684, -4.14232, 1.30164], [-4.05118, -4.50130, 1.12402], [-2.62910, 2.66604, -0.05317], [-4.58104, 2.34251, -1.56381], [-1.94269, -0.13505, 2.36852], [-6.38021, -0.66453, 4.82849], [2.73087, 6.96505, 4.97092], [-4.43938, 6.43575, 0.36424], [5.50720, 7.40069, -4.99354], [0.00145, -1.55560, -3.82024], [4.65274, 6.11661, 3.81227], [-4.60865, 1.32923, 0.44926], [-2.16893, -0.36735, 4.74216], [6.59317, -0.80560, 1.57638], [5.12733, 8.31971, -5.42988], [-6.35853, -7.24801, -0.03558], [-1.19406, 2.62454, -5.26133], [-6.03753, -7.44967, -2.08754], [1.82083, 4.68088, -2.45570], [0.20150, 4.43094, 2.79007], [-6.88590, -1.95436, 3.69897], [2.39830, -2.17779, 8.72433], [4.48781, -0.58810, -2.37355], [-3.76307, 1.71005, -0.60630], [2.50152, 0.14996, -1.48392], [2.99173, 8.32908, -6.34260], [-1.75744, -1.46357, 1.60548], [-1.82164, -2.71348, -1.88143], [-1.23430, -6.03266, 0.31119], [-2.71429, 1.13932, -4.56575], [5.38955, 8.40019, -6.47779], [-1.84535, -1.82578, 5.10417], [1.42123, -4.46945, 4.72244], [-2.17767, 3.23852, -2.50768], [2.14372, -3.88931, -2.44183], [2.00976, -4.97611, -2.43943], [3.58193, 5.32838, 2.60882], [2.25577, -3.54139, 5.54069], [5.76974, -1.07733, 2.22517], [2.44216, -2.66145, 4.93370], [0.25513, -2.36789, -3.35878], [-6.81137, -7.78271, -2.95883], [-6.58827, -2.91600, 6.09467], [1.93388, 4.92262, -3.51592], [1.82443, -1.50472, 10.62341], [-3.77098, -3.87158, -1.64557], [4.06155, -1.56181, -2.60053], [0.33276, 2.08198, -3.58215], [1.39263, 5.85733, -3.68085], [-2.88889, 0.00934, 5.47253], [-3.40945, -3.94037, 9.09187], [-3.03406, 0.15537, -1.37767], [4.91442, -1.41832, 1.65151], [3.18315, 8.18204, -4.20441], [2.64096, 5.91723, 4.37298], [-0.71441, -1.51330, 1.29797], [2.19343, -2.42579, 10.18384], [-4.84616, -7.69108, -2.07851], [-1.14069, 3.78856, 1.77881], [6.02695, -4.79668, -7.05875], [-3.22542, -3.24423, 9.89968], [-3.55614, 6.90093, -0.32655], [-7.63036, -6.52998, -1.06969], [-2.16419, -0.46950, -0.46927], [0.89183, -6.27806, -0.30894], [1.29902, 3.82205, -4.37414], [3.52016, -2.33614, 8.29246], [-0.20734, 8.71675, -6.28207], [5.09256, -5.01813, -5.20613], [3.31230, 5.11562, -3.80772], [3.64659, 8.27395, -5.31978], [-2.34379, 0.65770, 1.73818], [5.47618, -4.67294, -4.10916], [1.06396, -4.52416, -0.23468], [3.84460, 5.41157, 3.66011], [-4.05837, -4.71718, 0.14171], [-6.56496, -6.67473, -0.93422], [-0.45614, -3.37124, 0.57349], [6.10790, -5.45746, -6.20074], [2.66794, -0.10760, -5.12615], [4.39296, 0.07876, -3.22607], [-6.06819, -1.55631, 4.29270], [-0.95146, 0.19463, 2.69292], [2.71291, -5.40996, -1.72105], [-2.51166, -2.04747, -2.39817], [-1.65275, 6.98022, -4.27470], [-3.27584, 3.68202, -3.79265], [-1.32466, 4.30376, -4.81441], [-0.32598, -2.26289, -2.06790], [-4.04005, 6.02574, -2.15942], [2.05384, -2.37882, -4.66480], [-6.02935, -5.72917, -0.91109], [-5.05972, -1.55831, -0.13304], [6.20455, -2.20264, 3.09576], [5.48977, -0.25291, 2.87351], [-1.29823, 0.28961, 4.80823], [-2.82081, 5.14454, -1.18982], [-4.30726, -1.44038, 0.97216], [-1.22637, 3.30369, -4.40215], [-5.18941, -1.36404, 3.68555], [-1.00749, -5.20903, -0.36832], [7.08626, -5.39186, -5.74060], [2.07263, 3.07169, -4.55422], [-1.03799, -2.75358, 10.49500], [-4.00287, 1.44618, -3.43908], [3.68405, -0.00530, -1.26493], [0.47817, -1.76159, -1.07674], [-1.70826, 2.27086, -0.21525], [0.21993, 4.02286, -0.17093], [2.92286, -0.96732, -5.95048], [-2.46232, 3.00052, -3.53673], [0.10854, 3.15089, -3.65437], [-2.81878, -0.27120, 3.48278], [-4.58580, -3.01667, 5.30449], [4.24506, 0.26989, -0.22699], [3.65890, 3.48389, -2.55535], [0.67567, -5.30729, -2.10105], [-3.15963, 6.12233, -1.53119], [-0.77788, 7.08718, -5.11458], [1.69647, -3.28188, 6.43653], [-1.91638, -3.59340, 10.49833], [-1.30782, 1.18606, -2.11475], [4.55154, 4.95872, -2.14857], [-0.79277, -2.08117, 5.03669], [-2.37070, 6.65577, -2.04434], [1.85287, -2.70544, -6.41259], [-2.22538, -2.04166, 6.10110], [3.18149, -4.04243, 5.79552], [-3.97642, -3.35099, 10.67642], [1.21464, 5.68624, 0.76867], [0.99906, 4.21425, -5.34364], [-2.33956, -2.98912, -0.44940]],
  "mol_weight_da": 1354.02,
  "relative_energy_kcal_mol": 0.0,
  "max_force_ev_per_a": 1.723
}



2.
{
  "formula": "C6H10O",
  "method": "the ωB97M-V functional and the def2-TZVPD basis",
  "elements": ["C", "H", "H", "H", "H", "H", "H", "C", "H", "C", "C", "C", "O", "H", "C", "H", "H"],
  "coordinates": [[1.35187, -0.72159, 0.90943], [-2.87703, 0.26368, -0.44487], [2.41470, 0.14431, -0.89451], [1.00726, -0.31111, 1.85753], [1.08808, 2.27231, -0.88349], [0.29496, -1.59427, -0.99057], [-2.36244, -0.11646, 1.21406], [-2.18914, -0.33974, 0.15448], [2.02620, -1.56649, 0.99097], [1.55204, 0.21789, -0.24095], [-0.82558, -0.01589, -0.34561], [0.42762, -0.79517, -0.26778], [-0.52781, 1.30312, -0.03154], [-1.10455, -0.99422, -1.74814], [0.88958, 1.57209, -0.06581], [-2.34465, -1.38837, -0.08955], [1.17890, 2.06993, 0.87635]],
  "mol_weight_da": 98.14,
  "relative_energy_kcal_mol": 89.5,
  "max_force_ev_per_a": 3.023
}



3.
{
  "formula": "C5H8N",
  "method": "the ωB97M-V functional and the def2-TZVPD basis",
  "elements": ["H", "C", "H", "C", "H", "H", "N", "C", "C", "H", "H", "H", "C", "H"],
  "coordinates": [[-0.73298, -1.34982, -1.42136], [1.70682, 0.51103, 0.18462], [1.82977, 1.08749, -0.69555], [-0.88177, -0.61655, 0.66521], [-0.98230, -1.07224, 1.74144], [-0.39062, 1.86741, -1.13809], [0.28595, -0.00102, -0.03883], [-1.66992, 0.57064, 0.26329], [-0.61110, 1.07979, -0.39444], [1.75180, 1.32250, 0.87569], [0.38089, -2.23725, -0.20119], [2.24119, -0.31860, 0.42522], [-0.19555, -1.33817, -0.42996], [-2.73216, 0.49479, 0.16394]],
  "mol_weight_da": 82.13,
  "relative_energy_kcal_mol": 101.4,
  "charge": 1,
  "max_force_ev_per_a": 4.000
}